--- a ---
Here is a 2-piece molecular cluster, C5H15NO overall from the Open Molecules 2025 dataset. Energies are from wB97M-V/def2-TZVPD.

Computed properties:
HOMO energy in hartree: -0.33843
Frontier orbital gap in eV: 10.0
Charge: 0
SMILES: CC(C)CCN.O

Each line ends with the Mulliken charge.
Atoms and positions in Å:
C -2.179 -1.175 -0.365  -1.31
C -0.844 -0.895 0.430  0.73
C -1.055 -0.902 1.906  -1.36
C -0.101 0.422 -0.163  -0.77
C 1.434 0.307 0.307  -0.46
N 2.071 -0.742 -0.589  -0.59
H -2.411 -2.358 -0.331  0.29
H -2.959 -0.455 0.036  0.29
H -2.194 -0.744 -1.366  0.38
H -0.289 -1.844 0.077  0.09
H -1.387 -1.924 2.247  0.35
H -0.132 -0.915 2.512  0.40
H -1.622 -0.028 2.249  0.32
H -0.032 0.416 -1.245  0.39
H -0.544 1.301 0.453  0.23
H 1.966 1.266 0.168  0.24
H 1.330 0.102 1.423  0.23
H 2.234 -1.604 -0.044  0.26
H 1.608 -1.034 -1.454  0.26
O 1.847 3.869 -2.383  -0.66
H 0.921 3.881 -1.803  0.33
H 2.337 3.056 -2.066  0.34



--- b ---
Here is a 2-piece molecular cluster, C5H15NO overall from the Open Molecules 2025 dataset. Energies are from wB97M-V/def2-TZVPD.

Computed properties:
HOMO energy in hartree: -0.32049
Frontier orbital gap in eV: 9.6
Charge: 0
SMILES: CCCCNC.O

Each line ends with the Mulliken charge.
Atoms and positions in Å:
C -1.376 2.168 -2.205  -1.10
C -0.371 1.003 -2.147  -0.67
C -0.592 -0.046 -1.067  -0.32
C -0.446 0.659 0.277  -0.73
N 0.118 -0.199 1.357  -0.16
C -0.692 -1.214 1.935  -0.82
H -0.979 2.920 -2.875  0.33
H -1.501 2.622 -1.224  0.31
H -2.349 1.841 -2.581  0.29
H -0.502 0.536 -3.141  0.33
H 0.633 1.337 -2.237  0.43
H -1.631 -0.453 -0.999  0.31
H 0.153 -0.841 -1.269  0.22
H 0.317 1.445 0.290  0.37
H -1.429 1.084 0.616  0.19
H 0.688 0.438 1.889  0.20
H -0.035 -1.978 2.323  0.27
H -1.387 -0.825 2.817  0.24
H -1.335 -1.697 1.205  0.33
O 2.991 -2.139 1.535  -0.67
H 3.199 -1.206 1.371  0.31
H 2.033 -2.014 1.438  0.33



--- c ---
Here is a 2-piece molecular cluster, C5H15NO overall from the Open Molecules 2025 dataset. Energies are from wB97M-V/def2-TZVPD.

Computed properties:
HOMO energy in hartree: -0.29602
Frontier orbital gap in eV: 8.8
Charge: 0
SMILES: CC(C)N(C)C.O

Each line ends with the Mulliken charge.
Atoms and positions in Å:
C -0.438 1.877 -0.575  -1.01
C -0.658 0.358 -0.247  0.03
C -0.097 0.407 1.190  -1.27
N -0.067 -0.519 -1.273  0.09
C -0.605 -0.436 -2.624  -1.05
C 1.410 -0.731 -1.139  -0.78
H -1.380 2.375 -0.230  0.38
H 0.553 2.110 -0.356  0.42
H -0.476 1.735 -1.751  0.16
H -1.791 0.022 -0.083  0.34
H -0.602 0.869 2.029  0.38
H 1.035 0.714 1.071  0.20
H -0.051 -0.675 1.336  0.32
H -0.286 0.403 -3.349  0.28
H -1.708 -0.201 -2.600  0.34
H -0.439 -1.508 -2.979  0.37
H 1.838 -1.229 -0.202  0.20
H 1.714 -1.462 -1.994  0.29
H 1.792 0.304 -1.055  0.30
O -0.130 -1.352 5.322  -0.63
H -0.392 -1.695 4.414  0.32
H 0.778 -1.366 5.093  0.31



--- d ---
Here is a 2-piece molecular cluster, C5H15NO overall from the Open Molecules 2025 dataset. Energies are from wB97M-V/def2-TZVPD.

Computed properties:
HOMO energy in hartree: -0.33101
Frontier orbital gap in eV: 10.0
Charge: 0
SMILES: CCNC(C)C.O

Each line ends with the Mulliken charge.
Atoms and positions in Å:
C -1.733 -0.764 1.542  -0.97
C -0.950 -0.274 0.298  -0.40
N -0.129 0.882 0.609  -0.48
C 0.978 0.291 1.441  0.86
C 2.309 0.486 0.795  -1.35
C 0.863 0.810 2.808  -1.51
H -2.641 -0.140 1.715  0.27
H -2.270 -1.678 1.560  0.44
H -1.093 -0.804 2.380  0.15
H -1.646 0.061 -0.465  0.40
H -0.360 -1.243 0.117  0.20
H 0.213 1.235 -0.238  0.24
H 0.944 -0.804 1.487  0.03
H 2.323 0.346 -0.342  0.36
H 3.019 -0.204 1.197  0.36
H 2.734 1.440 1.162  0.33
H 0.418 -0.032 3.567  0.24
H 0.181 1.578 2.661  0.44
H 1.748 1.253 3.198  0.39
O -1.154 -1.003 -6.237  -0.63
H -1.779 -0.999 -7.002  0.32
H -0.451 -1.454 -6.664  0.31



Least stable structure: c



--- a ---
Here is a 2-piece molecular cluster, C5H15NO overall from the Open Molecules 2025 dataset. Energies are from wB97M-V/def2-TZVPD.

Computed properties:
HOMO energy in hartree: -0.32680
Frontier orbital gap in eV: 9.9
Charge: 0
SMILES: CC[C@@H](C)NC.O

Each line ends with the Mulliken charge.
Atoms and positions in Å:
C -1.597 -1.413 1.269  -1.29
C -0.844 -0.104 1.131  -0.59
C -0.398 0.203 -0.296  0.32
C -1.461 1.061 -1.005  -1.53
N 0.924 0.826 -0.281  -0.33
C 1.629 0.857 -1.558  -0.93
H -2.601 -1.367 0.842  0.33
H -1.739 -1.641 2.337  0.36
H -1.108 -2.306 0.861  0.34
H -1.545 0.684 1.424  0.28
H 0.013 -0.006 1.793  0.44
H -0.300 -0.700 -0.899  0.35
H -1.350 1.117 -2.088  0.34
H -2.468 0.689 -0.808  0.38
H -1.404 2.078 -0.606  0.40
H 0.913 1.743 0.149  0.23
H 2.699 0.700 -1.428  0.29
H 1.452 1.782 -2.124  0.31
H 1.259 0.054 -2.195  0.34
O 2.439 -1.714 1.339  -0.65
H 2.099 -0.885 0.968  0.31
H 3.387 -1.659 1.174  0.30



--- b ---
Here is a 2-piece molecular cluster, C5H15NO overall from the Open Molecules 2025 dataset. Energies are from wB97M-V/def2-TZVPD.

Computed properties:
HOMO energy in hartree: -0.32966
Frontier orbital gap in eV: 9.8
Charge: 0
SMILES: CCN(C)CC.O

Each line ends with the Mulliken charge.
Atoms and positions in Å:
C -1.181 -1.653 1.971  -1.14
C -0.643 -1.807 0.452  -0.42
N -0.469 -0.454 -0.115  -0.10
C -0.198 -0.627 -1.515  -0.91
C 0.779 0.037 0.470  -0.32
C 0.667 1.548 0.546  -1.02
H -0.348 -1.432 2.659  0.31
H -1.632 -2.617 2.262  0.40
H -1.944 -0.862 2.076  0.29
H 0.191 -2.528 0.356  0.31
H -1.514 -2.225 -0.088  0.38
H 0.097 0.296 -2.042  0.14
H -1.072 -1.061 -2.029  0.33
H 0.636 -1.346 -1.570  0.41
H 0.836 -0.197 1.550  0.27
H 1.693 -0.362 -0.010  0.38
H 0.457 2.014 -0.432  -0.06
H 1.658 1.887 0.891  0.42
H -0.093 1.891 1.269  0.30
O 0.316 3.041 -2.180  -0.67
H 1.133 2.686 -1.762  0.38
H 0.632 3.770 -2.761  0.31



--- c ---
Here is a 2-piece molecular cluster, C5H15NO overall from the Open Molecules 2025 dataset. Energies are from wB97M-V/def2-TZVPD.

Computed properties:
HOMO energy in hartree: -0.33793
Frontier orbital gap in eV: 10.1
Charge: 0
SMILES: CCCCCN.O

Each line ends with the Mulliken charge.
Atoms and positions in Å:
C 0.978 -0.431 2.967  -1.21
C 1.704 -0.190 1.605  -0.62
C 0.733 0.087 0.498  -0.50
C -0.404 -0.810 -0.068  -0.51
C 0.182 -2.009 -0.878  -0.49
N 1.025 -1.533 -2.016  -0.58
H 0.256 0.372 3.098  0.30
H 0.518 -1.415 3.018  0.30
H 1.758 -0.369 3.730  0.39
H 2.425 -0.979 1.434  0.34
H 2.319 0.687 1.759  0.32
H 0.357 1.125 0.484  0.35
H 1.494 0.165 -0.302  0.22
H -1.012 -0.975 0.859  0.32
H -1.058 -0.226 -0.757  0.31
H 0.591 -2.658 -0.128  0.26
H -0.629 -2.505 -1.418  0.28
H 1.089 -0.528 -1.922  0.23
H 0.586 -1.739 -2.901  0.27
O -4.220 4.439 -3.316  -0.64
H -3.595 4.974 -2.823  0.32
H -5.096 4.519 -2.923  0.32



Least stable structure: b



--- a ---
Here is a 2-piece molecular cluster, C5H15NO overall from the Open Molecules 2025 dataset. Energies are from wB97M-V/def2-TZVPD.

Computed properties:
HOMO energy in hartree: -0.28756
Frontier orbital gap in eV: 8.7
Charge: 0
SMILES: CCN(C)CC.O

Each line ends with the Mulliken charge.
Atoms and positions in Å:
C -1.210 0.375 0.763  -0.82
C -0.002 1.217 0.431  -0.50
N 1.144 0.594 -0.261  0.10
C 1.064 -0.289 -1.365  -1.04
C 2.245 0.226 0.639  -0.65
C 1.926 -1.069 1.457  -0.79
H -0.845 -0.557 1.125  0.22
H -1.719 0.151 -0.285  0.15
H -1.972 0.749 1.460  0.34
H -0.325 2.005 -0.339  0.32
H 0.478 1.438 1.446  0.26
H 1.984 -0.585 -1.800  0.36
H 0.573 -1.279 -1.149  0.33
H 0.440 0.105 -2.171  0.33
H 3.225 0.194 -0.024  0.31
H 2.504 0.991 1.449  0.28
H 2.102 -1.951 0.770  0.22
H 2.602 -1.254 2.305  0.38
H 0.920 -1.088 1.779  0.20
O -4.698 0.092 -2.174  -0.64
H -5.133 0.465 -1.412  0.32
H -5.300 -0.529 -2.644  0.32



--- b ---
Here is a 2-piece molecular cluster, C5H15NO overall from the Open Molecules 2025 dataset. Energies are from wB97M-V/def2-TZVPD.

Computed properties:
HOMO energy in hartree: -0.34043
Frontier orbital gap in eV: 9.9
Charge: 0
SMILES: CC[C@@H](C)CN.O

Each line ends with the Mulliken charge.
Atoms and positions in Å:
C 1.110 0.566 -2.018  -1.36
C 0.797 0.456 -0.536  -0.30
C -0.393 -0.455 -0.157  0.74
C -0.627 -1.631 -1.106  -1.57
C -0.202 -0.960 1.285  -1.01
N -1.148 -1.982 1.754  -0.65
H 1.623 1.486 -2.299  0.37
H 1.680 -0.280 -2.407  0.33
H 0.178 0.568 -2.589  0.33
H 1.659 0.127 0.053  0.34
H 0.605 1.457 -0.110  0.18
H -1.305 0.151 -0.182  0.13
H 0.102 -2.422 -0.938  0.34
H -1.607 -2.069 -0.930  0.40
H -0.595 -1.392 -2.166  0.37
H 0.814 -1.357 1.372  0.50
H -0.371 -0.113 1.947  0.31
H -0.949 -2.865 1.307  0.28
H -2.087 -1.712 1.481  0.25
O -0.037 4.358 2.274  -0.64
H 0.300 4.485 1.380  0.32
H 0.452 3.585 2.584  0.32



Least stable structure: a